Entry 1:
This record from OMol25 describes a single C22H28N2O2 molecule. The level of theory is wB97M-V/def2-TZVPD.

```
54
Properties=species:S:1:pos:R:3:forces:R:3
C 0.998954 -1.948506 4.037968 -0.156 0.155 0.115
H 0.972784 -2.536629 4.952139 0.076 -0.109 0.048
C -0.058944 -0.853845 4.071377 0.227 -0.051 -0.302
H -1.051871 -1.294557 4.173835 -0.052 0.066 0.018
C -0.023316 -0.017003 2.788563 -0.169 -0.314 0.492
N -1.085377 0.975141 2.794988 -0.081 0.050 -0.241
C -1.941078 1.043141 1.637658 -0.132 0.076 -0.043
H -2.933213 1.381448 1.962947 -0.029 -0.040 -0.129
C -1.452120 1.999575 0.524321 -0.224 -0.076 0.360
N -0.019068 1.942658 0.346586 -0.024 0.006 -0.409
C 0.824900 2.451115 1.283316 -0.027 0.377 0.185
O 2.034566 2.375429 1.178067 0.399 -0.041 0.099
C 0.171219 3.168255 2.451201 0.083 -0.023 0.124
H -0.409945 4.003597 2.054663 -0.001 0.018 0.017
H 0.981988 3.586188 3.048769 -0.042 -0.003 -0.146
C -0.720822 2.257645 3.342240 -0.106 0.007 0.088
H -1.647794 2.787637 3.583044 0.087 0.042 0.094
H -0.198535 2.064259 4.280598 -0.040 0.108 0.013
C 0.560406 1.244434 -0.793788 0.272 0.113 -0.337
C 0.290230 -0.243534 -0.757962 0.112 -0.071 0.118
C -0.920218 -0.805807 -1.144600 0.055 0.008 0.108
C -1.109046 -2.175792 -1.096345 -0.132 -0.013 0.016
C -0.093954 -3.005829 -0.655899 0.017 -0.084 0.040
C 1.112741 -2.456517 -0.258659 0.065 -0.072 0.052
C 1.300922 -1.087619 -0.310128 -0.073 0.058 -0.031
H 2.242643 -0.661846 0.003329 0.122 0.085 0.027
H 1.910659 -3.095172 0.090285 0.076 -0.063 0.029
H -0.243364 -4.074714 -0.622962 -0.008 -0.095 -0.004
H -2.054456 -2.594790 -1.408189 -0.076 -0.046 -0.043
H -1.730156 -0.186503 -1.500570 -0.051 0.096 -0.083
C 0.170453 1.901849 -2.134617 -0.055 0.110 0.571
O 0.989688 1.409326 -3.170986 0.099 -0.225 -0.263
C 0.664813 0.179944 -3.698646 0.052 -0.248 -0.295
C -0.592953 -0.103656 -4.219711 0.119 0.319 0.015
C -0.849319 -1.347499 -4.766047 -0.014 -0.044 -0.021
C 0.141021 -2.312998 -4.807298 -0.064 -0.137 -0.074
C 1.401847 -2.022146 -4.315009 -0.020 -0.032 -0.002
C 1.666002 -0.783011 -3.764242 -0.073 0.298 0.043
H 2.642316 -0.542017 -3.374178 0.106 0.037 0.083
H 2.182639 -2.767067 -4.352948 0.075 -0.059 0.004
H -0.067249 -3.284599 -5.229167 -0.012 -0.083 -0.042
H -1.829694 -1.560310 -5.166929 -0.078 -0.012 -0.030
H -1.368559 0.648721 -4.210164 -0.046 0.083 0.023
H -0.890524 1.758511 -2.365239 0.045 0.049 -0.022
H 0.375455 2.974632 -2.076563 -0.092 -0.120 0.039
H 1.642583 1.391197 -0.683816 -0.311 -0.052 -0.092
H -1.936406 1.737015 -0.414652 -0.033 0.077 -0.006
H -1.744254 3.026647 0.764810 -0.044 -0.088 -0.089
H -2.044181 0.033334 1.236735 -0.040 0.052 0.013
H -0.158199 -0.687069 1.937121 0.041 0.064 -0.013
H 0.967794 0.441875 2.690919 0.049 -0.074 -0.085
H 0.107285 -0.207406 4.934543 -0.072 0.055 0.074
H 1.990817 -1.513726 3.935935 0.167 -0.021 -0.012
H 0.829887 -2.613408 3.193354 0.028 -0.112 -0.092
```
Positions in Å, forces in eV/Å.

F_max in eV/A: 0.608
SMILES: CCCN1CCC(=O)N([C@H](COc2ccccc2)c2ccccc2)CC1
Energy in Eh: -1115.106991
Lowest unoccupied orbital energy in eV: 0.69
Relative energy (zero: lowest compared OMol25 entry of this formula, charge and spin) in eV: 2.1734

Entry 2:
This record from OMol25 describes a gas-phase ion, C22H28N3O2 (charge +1). The level of theory is wB97M-V/def2-TZVPD.

```
55
Properties=species:S:1:pos:R:3:forces:R:3
C 1.536525 -1.122107 1.691025 0.152 -0.650 -0.097
C 1.287848 0.314135 1.492532 -0.554 1.213 -0.371
N 2.256809 1.256850 1.703151 -0.127 -0.045 0.005
C 3.622765 0.959177 2.089851 0.153 -0.188 0.097
C 1.735168 2.528884 1.496628 -0.507 -0.332 0.057
C 0.374362 2.383422 1.089207 1.036 -0.170 0.262
C -0.374159 3.550496 0.924710 -0.086 0.798 -0.110
C 0.215878 4.798023 1.193703 -0.276 -0.385 -0.315
C 1.562655 4.914254 1.575006 0.123 -0.613 0.058
C 2.336736 3.759560 1.741616 -0.199 0.596 -0.174
C 0.123998 0.946521 1.067693 0.254 0.275 0.485
C -1.145621 0.248927 0.712714 0.030 -0.342 2.509
C -2.435581 0.894487 1.217370 -0.145 -0.138 0.038
C -2.419312 1.753898 2.317962 -0.067 0.253 0.066
C -3.582167 2.405181 2.731100 -0.165 -0.338 -0.197
C -4.799236 2.136993 2.096244 0.394 -0.078 -0.226
C -4.831139 1.196485 1.059630 -0.031 0.017 0.024
C -3.659304 0.562254 0.627050 -0.226 0.412 0.155
H 0.584890 -1.655384 1.792914 0.301 0.015 -0.014
H 2.065825 -1.530829 0.816426 -0.054 -0.093 0.284
H 2.139014 -1.324969 2.586347 -0.162 0.071 -0.255
H 4.163372 1.899670 2.225551 -0.088 -0.336 0.018
H 3.633149 0.387337 3.026716 0.097 0.255 -0.161
H 4.131445 0.361829 1.319019 -0.134 0.235 0.172
H -1.418623 3.490306 0.607477 0.346 0.186 0.180
H -0.378192 5.710909 1.101595 0.141 -0.387 -0.054
H 1.994912 5.905227 1.746540 -0.159 -0.470 -0.008
H 3.372423 3.821562 2.065651 -0.200 0.076 -0.076
H -1.133128 -0.785840 1.088304 0.161 0.224 -0.107
H -1.490294 1.960412 2.849039 -0.217 -0.072 -0.271
H -3.531135 3.129043 3.541819 -0.028 -0.216 -0.119
H -5.703133 2.671112 2.398635 0.280 -0.287 -0.122
H -5.778907 0.964161 0.574118 0.256 0.009 0.137
H -3.723828 -0.194694 -0.164063 -0.114 0.320 0.248
C 0.098670 -3.713460 -4.276152 -0.365 0.251 -0.355
C 0.963013 -3.527948 -3.050013 0.286 -0.548 -0.308
C 0.593910 -4.537304 -1.983569 -0.143 0.033 0.498
C 2.418874 -3.693543 -3.442994 0.434 0.290 0.025
O 0.893408 -2.124508 -2.512656 -1.252 0.224 0.663
C -0.261250 -1.669129 -1.975894 -0.118 -2.109 -1.550
N -0.040055 -0.529696 -1.276073 -0.068 0.786 0.486
N -1.203709 0.103792 -0.732069 0.867 -0.139 -2.347
O -1.383212 -2.158778 -2.074243 1.050 0.730 0.413
H 0.416427 -3.032975 -5.075464 -0.164 -0.090 0.139
H 0.228924 -4.742164 -4.646468 -0.024 0.347 0.171
H -0.960153 -3.557643 -4.048406 0.205 -0.045 -0.126
H 1.225249 -4.404856 -1.095043 -0.184 -0.043 -0.112
H -0.464017 -4.447480 -1.713484 0.243 -0.097 0.036
H 0.768824 -5.553155 -2.367646 -0.061 0.378 0.071
H 3.084813 -3.494783 -2.594112 -0.132 -0.052 -0.158
H 2.599788 -4.721364 -3.784760 -0.138 0.284 0.100
H 2.680390 -3.011684 -4.262143 -0.030 -0.133 0.205
H 0.845789 -0.028146 -1.289014 -0.521 -0.039 0.211
H -1.246981 1.044550 -1.138498 -0.436 -0.087 -0.143
H -1.992740 -0.497009 -1.064603 0.365 0.244 -0.037
```
Positions in Å, forces in eV/Å.

F_max in eV/A: 2.620
Net charge: +1
SMILES: Cc1c([C@H]([NH2+]NC(=O)OC(C)(C)C)c2ccccc2)c2ccccc2n1C
Energy in Eh: -1169.660133
Lowest unoccupied orbital energy in eV: -2.41
Relative energy (zero: lowest compared OMol25 entry of this formula, charge and spin) in eV: 0.0000